No. 1
The following is a DFT calculation (ωB97M-V/def2-TZVPD) of a structure of composition C2GaO4 at a distorted geometry.

The HOMO energy (alpha / beta) is -27.8 / -27.8 eV. The calculation puts the lowest unoccupied orbital energy (alpha / beta) at -22.604 / -22.603 eV. Its multiplicity is 1. The calculation puts the calculated total energy at -2300.1088 Eh. Its net charge is +3. For the HOMO-LUMO gap (alpha / beta), the calculation gives 5.24 / 5.25 eV.

```
7
Properties=species:S:1:pos:R:3:mulliken_charge:R:1
O 2.02767 -0.27197 0.01516 0.15
C 2.67544 -0.97676 0.62753 0.55
O -1.58069 1.06900 0.59096 -0.09
O -0.78159 -0.23563 -1.05006 -0.12
C -1.54311 -0.01141 -0.16350 0.92
O -1.73179 -0.40431 1.06183 0.09
Ga 0.93407 0.83109 -1.08192 1.50
```


No. 2
The following is a DFT calculation (ωB97M-V/def2-TZVPD) of a structure of composition C2H10BClCoN2O8 at a distorted geometry.

The HOMO energy (alpha / beta) is -13.1 / -13.1 eV. The calculation puts the lowest unoccupied orbital energy (alpha / beta) at -7.026 / -10.486 eV. Its multiplicity is 5. The calculation puts the calculated total energy at -2660.3676 Eh. Its net charge is +1. For the HOMO-LUMO gap (alpha / beta), the calculation gives 6.08 / 2.62 eV.

```
25
Properties=species:S:1:pos:R:3:mulliken_charge:R:1
Co -3.41064 1.71724 1.98198 0.85
Cl -0.07078 2.02868 0.93153 1.70
O 0.18217 1.61346 2.32456 -0.73
O 0.28606 3.36631 0.69312 -0.56
O 0.41408 1.01581 0.05004 -0.58
O -1.48382 2.01577 0.77034 -0.59
B -4.29792 0.71303 0.38553 -0.16
H -3.59719 0.05797 0.87960 0.04
H -4.90960 1.26209 1.08455 0.14
H -3.84868 1.48384 -0.22133 -0.07
H -4.93674 0.10279 -0.23394 -0.05
C 2.48715 -1.07375 2.47957 -0.47
N 3.11415 -2.09775 1.61501 0.87
O 3.55493 -1.73709 0.52233 -0.55
O 3.17994 -3.24901 2.00336 -0.50
H 1.77877 -0.53421 1.85093 0.06
H 3.14451 -0.33069 2.93104 0.28
H 1.92508 -1.55662 3.27895 0.31
C 1.17021 -0.92016 -2.75331 -0.62
N 0.64537 -0.28940 -4.00499 0.90
O -0.37949 0.31797 -3.96827 -0.27
O 1.26002 -0.49868 -5.06877 -0.02
H 1.63523 -1.82679 -3.14045 0.38
H 0.33644 -1.33899 -2.18983 0.30
H 1.82078 -0.24170 -2.20145 0.34
```


No. 3
The following is a DFT calculation (ωB97M-V/def2-TZVPD) of a structure of composition C2H10BF4O4Rb at a distorted geometry.

The HOMO energy is -10.6 eV. The calculation puts the lowest unoccupied orbital energy at -1.002 eV. Its multiplicity is 1. The calculation puts the calculated total energy at -831.8019 Eh. Its net charge is 0. For the HOMO-LUMO gap, the calculation gives 9.60 eV.

```
22
Properties=species:S:1:pos:R:3:mulliken_charge:R:1
Rb 0.61043 -0.83873 0.71796 0.93
B 1.39715 0.12067 4.48588 0.52
F 1.37614 -0.95909 3.53123 -0.39
F 1.72118 -0.37638 5.74636 -0.36
F 2.34709 1.04621 4.04220 -0.38
F 0.08693 0.64962 4.51032 -0.39
O 2.49540 -2.89387 -0.12834 -0.50
H 3.39812 -2.70941 -0.40019 0.27
H 2.20352 -3.59872 -0.71978 0.29
O 3.28228 -0.03438 -0.57592 -0.61
H 3.99884 -0.58751 -0.90075 0.27
H 3.42389 0.01018 0.37843 0.35
C -2.64109 0.29282 -1.81533 -0.51
C -3.15721 1.71374 -1.82357 -0.31
O -2.70276 2.46613 -2.95415 -0.50
O -1.27836 0.22230 -1.34072 -0.40
H -2.64652 -0.13198 -2.82606 0.34
H -3.23132 -0.40020 -1.21509 0.26
H -2.89047 2.21286 -0.89614 0.28
H -4.24740 1.69038 -1.96628 0.30
H -2.84259 1.93134 -3.74129 0.29
H -0.70327 0.17402 -2.10877 0.27
```


No. 4
The following is a DFT calculation (ωB97M-V/def2-TZVPD) of a structure of composition C2H10BaO11 at a distorted geometry.

The HOMO energy is 0.4 eV. The calculation puts the lowest unoccupied orbital energy at 3.760 eV. Its multiplicity is 1. The calculation puts the calculated total energy at -935.4809 Eh. Its net charge is -2. For the HOMO-LUMO gap, the calculation gives 3.36 eV.

```
24
Properties=species:S:1:pos:R:3:mulliken_charge:R:1
Ba 0.18793 -0.54330 -0.04476 1.51
C -2.95688 0.77199 -0.07377 0.59
O -2.47483 -0.15472 0.67782 -0.70
O -2.79347 0.67114 -1.39128 -0.87
O -3.46714 1.83952 0.41598 -0.80
C 1.34701 -0.98478 2.99013 0.72
O 0.08572 -1.18425 2.81141 -0.77
O 2.13752 -1.00340 1.92619 -0.89
O 1.87637 -0.74520 4.13110 -0.84
O -1.05745 -2.95433 0.42996 -0.54
H -1.56108 -3.19280 1.21382 0.27
H -1.67760 -3.04302 -0.30175 0.30
O -0.47585 1.37907 -1.98030 -0.57
H -1.47702 1.21707 -1.82743 0.37
H -0.37535 1.48746 -2.92853 0.18
O 0.17200 1.98818 1.15664 -0.44
H 0.74043 2.73114 1.36558 0.18
H -0.65769 2.14318 1.63141 0.27
O 1.50823 -1.45380 -2.35642 -0.46
H 0.92163 -1.62621 -3.10009 0.27
H 2.38375 -1.71618 -2.65305 0.22
O 2.49947 1.12270 -0.88890 -0.59
H 2.31457 2.00359 -1.22691 0.27
H 2.79972 1.24693 0.02314 0.33
```


No. 5
The following is a DFT calculation (ωB97M-V/def2-TZVPD) of a structure of composition C2H10BeN3S at a distorted geometry.

The HOMO energy is -2.8 eV. The calculation puts the lowest unoccupied orbital energy at 2.616 eV. Its multiplicity is 1. The calculation puts the calculated total energy at -659.4188 Eh. Its net charge is -1. For the HOMO-LUMO gap, the calculation gives 5.38 eV.

```
17
Properties=species:S:1:pos:R:3:mulliken_charge:R:1
C -0.69971 1.07163 1.35168 -0.94
Be -0.15977 0.30663 -0.15426 -0.15
N 1.08414 -0.72696 -1.59481 -0.67
N -1.71656 -0.30840 -0.73935 -0.45
H 1.48913 -1.60248 -1.19631 0.27
H -0.04640 1.55761 -0.77867 -0.25
H -0.09317 1.83117 1.83179 0.33
H -0.86333 0.29555 2.10609 0.19
H -1.66456 1.53393 1.13798 0.18
H -1.79601 -1.34427 -0.76557 0.31
H -1.96614 0.03539 -1.68883 0.23
H -2.49815 0.00536 -0.13923 0.25
H 0.61687 -0.98100 -2.47522 0.25
H 1.90041 -0.15616 -1.83050 0.27
S 2.20732 0.70097 0.76972 -0.52
C 2.12870 -0.63095 1.72898 0.42
N 2.07724 -1.58800 2.43650 -0.71
```


No. 6
The following is a DFT calculation (ωB97M-V/def2-TZVPD) of a cluster of 2 separate species, C2H10F2N2O10P3S2 in total at a distorted geometry.

The HOMO energy is -6.5 eV. The calculation puts the lowest unoccupied orbital energy at 1.905 eV. Its multiplicity is 1. The calculation puts the calculated total energy at -2964.3622 Eh. Its net charge is -1. For the HOMO-LUMO gap, the calculation gives 8.38 eV.

```
31
Properties=species:S:1:pos:R:3:mulliken_charge:R:1
C 1.56191 -0.30413 -0.47727 -0.73
P 1.30886 1.41705 -1.34015 0.23
O 1.22787 0.99918 -3.06094 -0.51
O -0.15189 2.19371 -0.80125 -0.29
P -1.56168 1.18874 -1.02828 1.17
O -1.56669 0.12847 0.14529 -0.57
O -2.95239 2.27023 -0.79654 -0.28
N -3.37727 2.08405 0.46611 -0.45
O -1.74249 0.52588 -2.62675 -0.26
P -2.89902 -0.77112 -2.69063 0.26
C -4.29324 -0.60252 -1.39753 -0.82
O -3.72760 -0.52923 -4.24373 -0.50
H 0.94402 -1.14853 -1.00705 0.33
H 1.21275 -0.20727 0.65179 0.26
H 2.73540 -0.48477 -0.50515 0.28
H 0.95579 1.86038 -3.50072 0.31
H -4.36249 1.72072 0.48878 0.21
H -3.29882 3.02996 0.91773 0.23
H -3.88968 -1.05642 -0.39328 0.32
H -5.18223 -1.31992 -1.74392 0.33
H -4.76558 0.46366 -1.30143 0.17
H -4.13544 0.40135 -4.13435 0.32
N 3.48623 -1.78698 3.52148 -0.34
S 4.40513 -2.21637 2.32226 1.05
O 5.80995 -2.48185 2.61290 -0.59
O 4.12050 -1.64480 1.01133 -0.53
F 3.87163 -3.71193 2.10187 -0.28
S 3.83425 -0.33911 4.02509 1.13
O 3.25105 -0.01145 5.32566 -0.65
O 3.79721 0.75463 3.06220 -0.55
F 5.38396 -0.42159 4.39647 -0.26
```


No. 7
The following is a DFT calculation (ωB97M-V/def2-TZVPD) of a cluster of 2 separate species, C2H10N2 in total at a distorted geometry.

The HOMO energy is -8.8 eV. The calculation puts the lowest unoccupied orbital energy at 0.991 eV. Its multiplicity is 1. The calculation puts the calculated total energy at -191.6801 Eh. Its net charge is 0. For the HOMO-LUMO gap, the calculation gives 9.74 eV.

```
14
Properties=species:S:1:pos:R:3:mulliken_charge:R:1
C 1.30829 0.60787 0.68577 -0.91
N -0.09041 0.18370 0.71897 -0.29
C -1.03650 1.26836 0.98773 -0.87
H 1.55310 0.94086 -0.32614 0.25
H 1.51178 1.43433 1.38161 0.34
H 1.92158 -0.24545 0.97238 0.36
H -0.21461 -0.58276 1.37367 0.23
H -1.01960 1.51895 2.06144 0.30
H -2.05753 0.90622 0.85140 0.28
H -0.78501 2.10844 0.35700 0.32
N -0.22422 -1.99065 -2.18818 -0.71
H -0.93026 -1.28210 -2.38947 0.24
H 0.08078 -1.88504 -1.23554 0.25
H 0.59696 -1.72084 -2.71734 0.22
```


No. 8
The following is a DFT calculation (ωB97M-V/def2-TZVPD) of a cluster of 2 separate species, C2H10N2 in total at a distorted geometry.

The HOMO energy is -8.9 eV. The calculation puts the lowest unoccupied orbital energy at 1.086 eV. Its multiplicity is 1. The calculation puts the calculated total energy at -191.5912 Eh. Its net charge is 0. For the HOMO-LUMO gap, the calculation gives 9.99 eV.

```
14
Properties=species:S:1:pos:R:3:mulliken_charge:R:1
C -2.42404 0.40634 0.26883 -0.70
N -1.77376 -0.60674 -0.38914 -0.47
H -3.34883 0.43071 -0.53264 0.26
H -2.68207 0.20906 1.34181 0.22
H -1.93033 1.36144 0.09816 0.26
H -1.00645 -0.83771 0.13646 0.17
H -2.43863 -1.39880 -0.62449 0.23
C 2.22257 0.56563 -0.31160 -0.63
N 2.03113 -0.67543 0.25621 -0.49
H 1.41376 1.13203 0.46153 0.17
H 3.25173 1.08974 -0.19652 0.26
H 1.67610 0.57098 -1.36032 0.27
H 2.19799 -1.61065 -0.10975 0.21
H 2.81083 -0.63660 0.96146 0.22
```


No. 9
The following is a DFT calculation (ωB97M-V/def2-TZVPD) of a cluster of 2 separate species, C2H10N2O in total at a distorted geometry.

The HOMO energy (alpha / beta) is 1.2 / -6.1 eV. The calculation puts the lowest unoccupied orbital energy (alpha / beta) at 3.699 / 3.591 eV. Its multiplicity is 2. The calculation puts the calculated total energy at -266.8815 Eh. Its net charge is -1. For the HOMO-LUMO gap (alpha / beta), the calculation gives 2.51 / 9.67 eV.

```
15
Properties=species:S:1:pos:R:3:mulliken_charge:R:1
N -1.90531 1.97022 0.50938 -0.62
C -1.16601 0.96207 1.29771 -0.63
C -1.13926 -0.40034 0.62416 -0.80
N 0.08752 -1.09488 0.97786 -0.77
H -2.10182 2.77297 1.09118 0.26
H -2.80711 1.54281 0.32327 0.21
H -1.49116 0.92742 2.34957 0.22
H -0.12985 1.29576 1.42476 0.41
H -1.96341 -0.99258 1.01683 0.29
H -1.26784 -0.20779 -0.44282 0.21
H -0.00235 -2.04461 0.59618 0.52
H 0.92339 -0.83954 0.43139 0.30
H 3.14609 -0.74638 -2.15661 0.65
H 4.36888 -0.94879 -3.08297 0.79
O 3.47569 -1.27743 -2.91531 -2.05
```


No. 10
The following is a DFT calculation (ωB97M-V/def2-TZVPD) of a cluster of 2 separate species, C2H10N2O in total at a distorted geometry.

The HOMO energy (alpha / beta) is 1.3 / -5.4 eV. The calculation puts the lowest unoccupied orbital energy (alpha / beta) at 4.362 / 4.296 eV. Its multiplicity is 2. The calculation puts the calculated total energy at -266.8852 Eh. Its net charge is -1. For the HOMO-LUMO gap (alpha / beta), the calculation gives 3.10 / 9.72 eV.

```
15
Properties=species:S:1:pos:R:3:mulliken_charge:R:1
C 0.35794 0.60585 -1.69254 -3.86
N -0.13234 0.84538 -0.31707 0.54
C 0.88633 0.58098 0.72791 -1.29
N 1.36064 -0.76568 0.78152 -0.54
H -0.44198 0.69447 -2.43809 1.13
H 1.22104 1.28171 -1.79856 0.63
H 0.66737 -0.43611 -1.80888 0.57
H -0.36733 1.82792 -0.23317 0.30
H 0.39904 0.87395 1.65879 0.27
H 1.71760 1.28214 0.59681 0.53
H 0.64969 -1.45045 1.00084 0.40
H 1.74701 -1.06462 -0.10830 0.51
H -2.55276 -1.69324 0.05164 0.25
H -1.62222 -0.54062 0.09142 0.42
O -2.20355 -1.06978 0.68662 -0.84
```


No. 11
The following is a DFT calculation (ωB97M-V/def2-TZVPD) of a cluster of 2 separate species, C2H10N2O in total at a distorted geometry.

The HOMO energy (alpha / beta) is -15.0 / -14.9 eV. The calculation puts the lowest unoccupied orbital energy (alpha / beta) at -3.277 / -7.920 eV. Its multiplicity is 2. The calculation puts the calculated total energy at -266.6121 Eh. Its net charge is +1. For the HOMO-LUMO gap (alpha / beta), the calculation gives 11.72 / 7.02 eV.

```
15
Properties=species:S:1:pos:R:3:mulliken_charge:R:1
C 0.19322 1.64573 0.81685 -0.73
N -0.62751 0.89756 -0.10765 -0.03
C -0.77160 -0.58016 0.03044 -0.17
N -1.69680 -1.20283 -0.78725 -0.51
H 0.21245 2.69449 0.51351 0.35
H 1.24347 1.34671 0.71056 0.27
H -0.18118 1.52499 1.83732 0.36
H -1.53542 1.33510 -0.31043 0.34
H 0.28792 -0.89759 0.13341 0.15
H -1.06113 -0.64396 1.09318 0.40
H -1.59306 -1.04182 -1.78108 0.29
H -2.67635 -1.04987 -0.58110 0.28
H 2.53900 -1.83682 0.04167 0.33
H 3.13029 -0.71463 -0.75360 0.33
O 2.53671 -1.47690 -0.85583 -0.66
```


No. 12
The following is a DFT calculation (ωB97M-V/def2-TZVPD) of a cluster of 4 separate species, C2H10N2O2 in total.

The HOMO energy is -7.5 eV. The calculation puts the lowest unoccupied orbital energy at 0.701 eV. Its multiplicity is 1. The calculation puts the calculated total energy at -342.0018 Eh. Its net charge is 0. For the HOMO-LUMO gap, the calculation gives 8.24 eV.

```
16
Properties=species:S:1:pos:R:3:mulliken_charge:R:1
C -0.31498 0.56956 -0.56286 0.37
C 1.03415 0.98303 -1.07119 -1.03
N -0.58801 0.80582 0.72611 -0.47
N -1.32749 0.50962 -1.46275 -0.47
H 0.64049 -1.32210 0.47060 -0.11
H 0.16108 0.44376 1.34844 0.44
H -1.49197 0.50000 1.06224 0.25
H -2.21385 0.13801 -1.15690 0.24
H -1.08076 0.26055 -2.40649 0.23
H 1.79602 0.75217 -0.33111 0.30
H 1.02181 2.06407 -1.24655 0.34
H 1.27929 0.46760 -1.99765 0.38
O 0.98064 -1.10134 1.72942 -0.64
O -0.25165 -1.49263 2.43884 -0.39
H 0.04696 -2.29678 2.87970 0.30
H 0.30824 -1.28135 -0.41985 0.27
```